DFT (the ωB97M-V functional and the def2-TZVPD basis) results for a 2-piece molecular cluster, C5H14 overall.

Net charge: 0
HOMO energy (eV): -11.47
F_max (eV/Å): 1.0
Calculated total energy (eV): -5411.8472
SMILES: CCC.CC
Frontier orbital gap (eV): 12.60

Bonds (Å) are listed after each position.
Geometry (Å):
1 C 0.20674 0.32984 -2.34778  C2 1.540, H4 1.091, H5 1.091, H6 1.088
2 C -0.44995 -0.66976 -1.37765  C1 1.540, C3 1.526, H7 1.092, H8 1.096
3 C -0.39486 -2.10498 -1.89187  C2 1.526, H9 1.095, H10 1.092, H11 1.086
4 H -0.28212 0.35534 -3.32241  C1 1.091
5 H 1.24282 0.01930 -2.48743  C1 1.091
6 H 0.22362 1.31021 -1.87695  C1 1.088
7 H 0.13623 -0.59813 -0.45965  C2 1.092
8 H -1.47476 -0.34129 -1.17223  C2 1.096
9 H -0.62585 -2.21298 -2.95667  C3 1.095
10 H 0.62066 -2.48510 -1.76690  C3 1.092
11 H -1.07255 -2.72857 -1.31567  C3 1.086
12 C -0.04170 1.30029 1.91832  C13 1.546, H14 1.098, H15 1.082, H16 1.095
13 C 0.54448 0.98756 3.31394  C12 1.546, H17 1.089, H18 1.092, H19 1.088
14 H -0.76816 0.53002 1.62627  C12 1.098
15 H 0.74284 1.31265 1.17293  C12 1.082
16 H -0.63876 2.21854 1.93644  C12 1.095
17 H 0.03960 1.57810 4.07652  C13 1.089
18 H 1.59972 1.26067 3.37398  C13 1.092
19 H 0.39200 -0.06172 3.55681  C13 1.088

Löwdin atomic charge list, values in e, 5 entries: number 1, C, carries -0.12; number 2, C, carries -0.33; number 3, C, carries -0.13; number 4, H, carries 0.07; number 5, H, carries 0.07